# 1
{"formula": "C18H21NO3S", "method": "the ωB97M-V functional and the def2-TZVPD basis", "gap_ha": 0.3420, "e_lumo_ha": 0.02086, "charge": 0, "smiles": "O=S(=O)(N[C@@H]1CCCC[C@@H]1Oc1ccccc1)c1ccccc1", "relative_energy_ev": 1.317, "species": ["O", "S", "O", "N", "C", "C", "C", "C", "C", "C", "O", "C", "C", "C", "C", "C", "C", "C", "C", "C", "C", "C", "C", "H", "H", "H", "H", "H", "H", "H", "H", "H", "H", "H", "H", "H", "H", "H", "H", "H", "H", "H", "H", "H"], "positions_angstrom": [[3.49786, 1.81568, 1.75016], [2.97427, 1.06964, 0.64152], [3.83750, 0.77886, -0.46330], [2.47723, -0.35074, 1.34004], [1.85267, -1.49377, 0.71617], [2.18352, -1.58737, -0.76815], [1.62704, -2.89229, -1.33225], [0.11599, -2.96149, -1.12996], [-0.24282, -2.82270, 0.34761], [0.32301, -1.51141, 0.90659], [-0.20698, -0.39501, 0.21478], [-1.52795, -0.07858, 0.35723], [-2.31339, -0.38482, 1.46285], [-3.62952, 0.04322, 1.51425], [-4.17913, 0.77074, 0.47531], [-3.40109, 1.06785, -0.63223], [-2.09030, 0.64312, -0.69535], [1.54129, 1.96269, 0.03978], [1.40881, 2.20718, -1.31090], [0.34945, 2.98194, -1.75601], [-0.56132, 3.49409, -0.84570], [-0.41967, 3.23662, 0.50899], [0.64435, 2.47246, 0.95665], [2.19556, -0.18214, 2.29159], [2.24710, -2.38815, 1.22344], [3.26251, -1.52835, -0.90043], [1.73437, -0.73692, -1.28076], [1.85940, -2.95918, -2.39584], [2.10220, -3.73882, -0.83074], [-0.35916, -2.15086, -1.68554], [-0.27321, -3.90695, -1.51214], [-1.32848, -2.83061, 0.46935], [0.17185, -3.65544, 0.91833], [0.10784, -1.43257, 1.98365], [-1.91426, -0.95030, 2.29086], [-4.22747, -0.19873, 2.38067], [-5.20604, 1.09888, 0.52489], [-3.82086, 1.62620, -1.45561], [-1.47246, 0.86188, -1.55155], [2.14601, 1.80187, -1.98624], [0.23715, 3.18894, -2.81004], [-1.38688, 4.09781, -1.19214], [-1.13382, 3.63619, 1.21300], [0.79783, 2.28135, 2.00719]], "mulliken_charge": [-0.74, 1.25, -0.68, -0.13, -0.69, -0.46, -1.08, -0.42, -1.00, 0.17, 0.02, 0.28, -0.23, -0.78, -0.60, -0.71, -0.30, 0.07, -0.04, -0.82, -0.42, -0.50, -0.40, 0.35, 0.39, 0.47, 0.08, 0.40, 0.44, 0.21, 0.38, 0.39, 0.52, 0.25, 0.37, 0.40, 0.41, 0.45, 0.52, 0.53, 0.40, 0.42, 0.42, 0.42]}


# 2
{"formula": "C18H22AsInN4OS3Se4", "method": "the ωB97M-V functional and the def2-TZVPD basis", "gap_ha": 0.2699, "e_lumo_ha": -0.01171, "charge": 0, "species": ["In", "Se", "Se", "Se", "Se", "S", "C", "S", "C", "N", "N", "C", "C", "C", "C", "C", "C", "S", "H", "H", "H", "H", "H", "C", "As", "C", "C", "C", "C", "C", "C", "C", "C", "H", "H", "H", "H", "H", "H", "H", "H", "H", "H", "H", "H", "H", "N", "C", "N", "O", "H", "H", "H", "H"], "positions_angstrom": [[-0.83936, -1.10690, -0.14867], [-0.99386, -0.32302, 2.35279], [-1.77433, -2.31183, 3.30122], [-0.73433, -3.88636, 1.95901], [-1.85265, -3.45801, -0.03672], [-3.41819, 4.84958, 1.24625], [-2.81267, 3.53488, 0.46649], [-1.25317, 3.50030, -0.32641], [-1.49670, 1.83801, -0.73966], [-2.61888, 1.35213, -0.34262], [-3.34839, 2.29700, 0.33051], [-4.65027, 1.89135, 0.76407], [-5.76850, 2.60669, 0.37211], [-7.01798, 2.16254, 0.77417], [-7.13921, 1.01619, 1.54692], [-6.00679, 0.31077, 1.92926], [-4.75048, 0.74975, 1.54211], [-0.31538, 0.83551, -1.56787], [-5.65745, 3.50087, -0.22355], [-7.90016, 2.71321, 0.47704], [-8.11835, 0.67136, 1.85015], [-6.09632, -0.58176, 2.53329], [-3.85019, 0.22359, 1.83729], [2.90703, -2.67628, 1.33561], [1.91218, -1.37257, 0.30158], [3.00175, -1.30037, -1.30660], [2.40401, 0.28721, 1.25014], [3.78210, 0.78148, 0.95197], [4.87170, 0.38558, 1.72194], [6.15008, 0.83652, 1.42616], [6.35723, 1.69523, 0.35752], [5.27696, 2.09811, -0.41592], [4.00240, 1.64205, -0.12138], [3.96950, -2.43811, 1.28757], [2.72988, -3.67088, 0.92921], [2.55988, -2.65307, 2.36746], [4.01500, -0.97889, -1.06903], [2.55490, -0.61485, -2.02395], [3.01471, -2.29874, -1.74165], [2.27063, 0.05930, 2.30822], [1.65239, 1.03047, 0.97880], [4.71489, -0.27340, 2.56797], [6.98490, 0.52243, 2.03904], [7.35185, 2.05732, 0.13418], [5.42712, 2.77329, -1.24807], [3.15987, 1.95589, -0.72819], [-0.56246, -1.44162, -4.27668], [-0.15166, -2.43085, -3.44907], [-0.11395, -3.69210, -3.95876], [0.19000, -2.20802, -2.28697], [-0.86026, -1.60562, -5.21979], [-0.60612, -0.50876, -3.89969], [-0.55693, -3.92262, -4.82928], [0.00402, -4.42400, -3.27953]], "mulliken_charge": [0.94, -0.40, -0.12, -0.21, -0.26, -0.31, 0.14, -0.10, 0.38, -0.68, 0.61, 0.22, -0.35, -0.63, -0.44, -0.74, 0.09, -0.46, 0.44, 0.36, 0.38, 0.40, 0.26, -1.29, 0.55, -1.22, -0.93, 0.04, -0.22, -0.71, -0.42, -0.68, -0.07, 0.40, 0.40, 0.37, 0.46, 0.27, 0.39, 0.53, 0.38, 0.44, 0.39, 0.39, 0.40, 0.40, -0.30, 0.45, -0.46, -0.26, 0.18, 0.13, 0.18, 0.25]}


# 3
{"formula": "C18H22BNO3", "method": "the ωB97M-V functional and the def2-TZVPD basis", "gap_ha": 0.3243, "e_lumo_ha": 0.02181, "charge": 0, "smiles": "O=C(CCCCCc1ccccc1)Nc1ccc(B(O)O)cc1", "relative_energy_ev": 1.245, "species": ["O", "C", "C", "C", "C", "C", "C", "C", "C", "C", "C", "C", "C", "N", "C", "C", "C", "C", "B", "O", "O", "C", "C", "H", "H", "H", "H", "H", "H", "H", "H", "H", "H", "H", "H", "H", "H", "H", "H", "H", "H", "H", "H", "H", "H"], "positions_angstrom": [[1.95787, -1.74933, -1.74018], [1.53996, -0.92179, -0.95785], [2.41632, -0.07955, -0.09433], [2.24254, -0.58348, 1.32695], [3.21896, 0.05891, 2.31740], [3.41010, 1.60365, 2.32064], [2.10037, 2.27485, 2.76316], [1.05173, 2.44586, 1.64436], [-0.32977, 2.22299, 1.89922], [-1.18782, 2.31380, 0.84111], [-0.76648, 2.91503, -0.40049], [0.56323, 3.31296, -0.54312], [1.40728, 3.01658, 0.46493], [0.18621, -0.65120, -0.61633], [-0.94601, -1.25017, -1.11447], [-2.21054, -0.88950, -0.65199], [-3.31743, -1.58798, -1.02465], [-3.13694, -2.57450, -1.92412], [-4.42006, -3.29500, -2.43420], [-5.49568, -3.44478, -1.54583], [-4.32716, -3.75602, -3.80569], [-1.95071, -2.90496, -2.50961], [-0.84102, -2.26742, -2.06623], [3.43753, -0.15849, -0.36494], [2.10323, 1.01105, -0.21182], [2.36036, -1.68171, 1.26627], [1.19953, -0.40711, 1.60376], [4.15944, -0.44188, 2.07636], [2.88410, -0.19820, 3.35712], [3.62917, 2.05848, 1.33032], [4.23344, 1.85372, 2.90763], [2.41363, 3.27158, 3.13229], [1.61764, 1.81215, 3.64572], [-0.54181, 1.66901, 2.81746], [-2.25981, 1.99070, 0.88998], [-1.47367, 2.91344, -1.26461], [0.89868, 3.83055, -1.43494], [2.40154, 3.22674, 0.22762], [-0.00171, 0.21587, -0.05663], [-2.34222, -0.26620, 0.24487], [-4.30753, -1.34629, -0.60266], [-6.21063, -4.00335, -1.92690], [-3.69006, -3.19659, -4.27199], [-1.81222, -3.72120, -3.14728], [0.13640, -2.64122, -2.36631]], "mulliken_charge": [-0.65, 0.03, 0.11, -0.62, -0.96, -0.68, -1.07, 0.75, -0.26, -0.71, -0.38, -0.64, -0.52, 0.34, 0.33, -0.10, -0.85, 0.26, 0.52, -0.53, -0.62, -0.76, -0.61, 0.51, -0.09, 0.50, 0.30, 0.40, 0.33, 0.28, 0.48, 0.34, 0.37, 0.28, 0.56, 0.34, 0.41, 0.56, -0.38, 0.33, 0.38, 0.29, 0.34, 0.64, 0.46]}


# 4
{"formula": "C18H22BrN7O4S2Sm", "method": "the ωB97M-V functional and the def2-TZVPD basis", "gap_ha": [0.2169, 0.2172], "s2": 8.763, "e_lumo_ha": [-0.14309, -0.14300], "charge": 1, "spin_multiplicity": 6, "relative_energy_ev": 0.000, "species": ["Sm", "N", "N", "C", "N", "N", "N", "O", "O", "H", "H", "H", "H", "H", "S", "C", "C", "C", "C", "C", "C", "H", "H", "H", "H", "H", "C", "N", "C", "C", "N", "C", "S", "H", "H", "H", "H", "H", "H", "H", "H", "Br", "C", "C", "C", "C", "C", "C", "C", "O", "O", "H", "H", "H", "H"], "positions_angstrom": [[-1.02177, -0.20190, 0.18263], [-1.24280, 0.75319, 3.04926], [0.06461, 0.84050, 3.53861], [1.03764, 0.19662, 2.90438], [2.29326, 0.33050, 3.28029], [0.57502, -0.61900, 1.92663], [1.40630, -1.23596, 1.03984], [2.61220, -1.29720, 1.13540], [0.75190, -1.77110, 0.10777], [-1.70315, 1.64364, 3.13810], [-1.75755, 0.03701, 3.53679], [0.27176, 1.42044, 4.33107], [2.57061, 1.05897, 3.91748], [2.98642, -0.15810, 2.75069], [-3.04814, -0.35192, -1.57567], [-1.87222, 0.08690, -2.83161], [-0.58437, -0.44221, -2.84066], [0.34122, -0.07758, -3.81622], [-0.02792, 0.79966, -4.81747], [-1.32993, 1.30331, -4.84367], [-2.24452, 0.95769, -3.86089], [-0.31445, -1.20358, -2.13016], [1.34088, -0.49916, -3.79980], [0.68689, 1.08360, -5.58306], [-1.63394, 1.96996, -5.64575], [-3.25523, 1.35082, -3.87832], [-1.19342, -3.97769, -0.43138], [-0.85741, -4.12160, 0.98225], [0.15802, -5.08056, 1.43132], [-0.05801, -5.10139, 2.94596], [-0.79628, -3.83772, 3.14350], [-1.34110, -3.40172, 1.98416], [-2.46956, -2.13112, 1.85578], [-0.28366, -3.84275, -1.01502], [-1.84579, -3.12968, -0.57197], [-1.70918, -4.86889, -0.78427], [1.14993, -4.71929, 1.16024], [0.00512, -6.04864, 0.96545], [0.87705, -5.10372, 3.49535], [-0.65229, -5.95608, 3.26064], [-1.27268, -3.62953, 4.00295], [2.29794, 7.52728, -1.86322], [1.62508, 5.85286, -1.33797], [0.33027, 5.76966, -0.84684], [-0.16309, 4.53464, -0.46395], [0.63333, 3.40167, -0.57908], [1.92826, 3.49775, -1.07700], [2.43449, 4.73188, -1.45379], [0.08725, 2.09616, -0.17524], [-1.02579, 2.02460, 0.44919], [0.71825, 1.00839, -0.43806], [-0.27638, 6.66298, -0.76225], [-1.17378, 4.43959, -0.08457], [2.52776, 2.60209, -1.17229], [3.44294, 4.82571, -1.83555]], "mulliken_charge": [0.27, -0.42, -0.12, 0.55, -0.36, 0.01, 0.99, -0.76, -0.42, 0.28, 0.28, 0.14, 0.21, 0.19, -0.39, 0.54, 0.13, -0.77, -0.59, -0.44, -0.70, 0.38, 0.43, 0.40, 0.38, 0.42, -1.07, 0.24, -0.47, -0.64, -0.19, 0.32, -0.36, 0.33, 0.32, 0.37, 0.25, 0.39, 0.32, 0.34, 0.28, -0.15, 0.11, -0.60, -0.38, 0.19, -0.23, -0.66, 1.11, -0.68, -0.59, 0.44, 0.47, 0.48, 0.45]}